Entry from OMol25: 15 unconnected molecules or ions with the total composition C79H181N7O15 (wB97M-V/def2-TZVPD).

LUMO energy = 0.32 eV
Net charge = 0
M = 1469.35 g/mol
HOMO-LUMO gap = 8.386 eV

CARTESIAN COORDINATES (ANGSTROEM)
C (4.553, 3.521, 3.058)
C (4.711, 2.368, 2.091)
O (3.711, 2.288, 1.055)
H (3.499, 3.730, 3.395)
H (4.698, 4.479, 2.614)
H (5.238, 3.539, 3.922)
H (4.457, 1.471, 2.698)
H (5.734, 2.225, 1.729)
H (3.737, 3.092, 0.537)
C (-3.639, 10.108, 4.746)
C (-5.026, 9.376, 4.598)
O (-5.086, 8.428, 3.520)
H (-3.633, 10.551, 5.748)
H (-3.498, 10.867, 3.986)
H (-2.776, 9.421, 4.616)
H (-5.858, 10.155, 4.528)
H (-5.284, 8.738, 5.426)
H (-5.075, 8.846, 2.649)
C (-5.240, 0.429, -1.648)
C (-6.654, -0.156, -1.317)
O (-6.618, -1.212, -0.337)
H (-4.647, 0.683, -0.764)
H (-5.332, 1.279, -2.333)
H (-4.717, -0.299, -2.224)
H (-7.155, -0.515, -2.196)
H (-7.339, 0.553, -0.783)
H (-5.858, -1.835, -0.453)
C (-4.442, 4.964, 4.853)
C (-3.336, 5.973, 5.045)
O (-2.674, 6.374, 3.801)
H (-3.994, 4.127, 4.354)
H (-5.248, 5.448, 4.284)
H (-4.974, 4.603, 5.719)
H (-2.542, 5.461, 5.599)
H (-3.586, 6.906, 5.606)
H (-3.307, 6.948, 3.341)
C (2.626, 1.095, 4.904)
C (1.372, 0.519, 5.597)
O (0.671, -0.406, 4.763)
H (3.256, 0.281, 4.516)
H (3.035, 1.753, 5.702)
H (2.332, 1.724, 4.125)
H (0.788, 1.348, 5.968)
H (1.747, 0.008, 6.536)
H (0.920, -0.091, 3.851)
C (5.970, 4.589, -0.491)
C (4.685, 4.626, -1.373)
O (3.567, 4.386, -0.613)
H (6.021, 3.650, 0.052)
H (5.995, 5.358, 0.260)
H (6.845, 4.739, -1.186)
H (4.751, 3.839, -2.124)
H (4.637, 5.608, -1.908)
H (2.922, 3.891, -1.127)
C (-1.495, 1.297, -4.364)
C (-2.501, 0.194, -4.298)
O (-2.744, -0.468, -5.533)
H (-1.854, 2.191, -4.916)
H (-0.528, 0.901, -4.672)
H (-1.301, 1.882, -3.428)
H (-3.417, 0.568, -3.806)
H (-2.086, -0.551, -3.657)
H (-3.379, -0.006, -6.088)
C (3.646, 1.233, -3.289)
C (2.473, 2.119, -3.722)
O (2.135, 3.171, -2.790)
H (3.301, 0.602, -2.480)
H (4.512, 1.786, -3.010)
H (3.850, 0.709, -4.221)
H (1.625, 1.524, -4.066)
H (2.721, 2.669, -4.624)
H (1.194, 3.141, -2.561)
C (-3.013, 6.468, -2.602)
C (-1.638, 6.094, -3.125)
C (-1.874, 4.915, -4.016)
C (-0.583, 4.554, -4.832)
C (-0.197, 5.800, -5.625)
C (-0.054, 7.129, -4.810)
N (-1.279, 7.269, -3.974)
O (-1.261, 8.456, -3.174)
C (1.191, 7.175, -4.048)
C (-0.135, 8.278, -5.813)
C (-0.689, 5.782, -1.882)
H (-3.717, 6.643, -3.457)
H (-3.194, 7.311, -1.945)
H (-3.360, 5.597, -1.992)
H (-2.112, 4.096, -3.367)
H (-2.650, 5.155, -4.644)
H (-0.746, 3.652, -5.396)
H (0.265, 4.295, -4.195)
H (-0.966, 6.186, -6.307)
H (0.776, 5.744, -6.242)
H (1.233, 7.989, -3.298)
H (1.281, 6.245, -3.446)
H (2.139, 7.311, -4.580)
H (-1.176, 8.258, -6.246)
H (-0.031, 9.218, -5.350)
H (0.597, 8.000, -6.599)
H (-0.654, 4.674, -1.737)
H (-1.204, 6.125, -0.941)
H (0.314, 6.239, -2.023)
H (-0.565, 8.236, -2.501)
C (6.363, -1.070, 2.707)
C (5.518, -1.744, 1.550)
C (5.029, -0.729, 0.505)
C (6.109, -0.114, -0.325)
C (6.914, -1.155, -1.047)
C (7.350, -2.274, -0.056)
N (6.226, -2.795, 0.765)
O (6.725, -3.754, 1.708)
C (7.761, -3.507, -0.836)
C (8.628, -1.783, 0.699)
C (4.208, -2.360, 2.181)
H (5.749, -0.667, 3.467)
H (6.890, -0.207, 2.194)
H (7.098, -1.726, 3.231)
H (4.327, -1.389, -0.157)
H (4.365, 0.031, 0.991)
H (6.758, 0.493, 0.333)
H (5.707, 0.541, -1.086)
H (7.839, -0.848, -1.523)
H (6.294, -1.676, -1.803)
H (8.041, -4.322, -0.195)
H (6.901, -3.699, -1.531)
H (8.576, -3.214, -1.539)
H (8.863, -2.341, 1.600)
H (9.477, -1.834, 0.000)
H (8.519, -0.764, 1.070)
H (3.674, -1.519, 2.651)
H (4.447, -3.193, 2.871)
H (3.686, -2.918, 1.387)
H (6.083, -4.459, 1.663)
C (0.456, -7.929, 3.952)
C (-0.285, -6.991, 2.917)
C (-0.813, -5.650, 3.538)
C (0.316, -4.718, 3.818)
C (1.191, -4.463, 2.593)
C (1.682, -5.720, 1.863)
N (0.487, -6.629, 1.669)
O (0.813, -7.897, 0.977)
C (2.060, -5.303, 0.406)
C (2.951, -6.209, 2.558)
C (-1.567, -7.706, 2.471)
H (-0.265, -8.467, 4.480)
H (1.033, -7.307, 4.697)
H (1.080, -8.577, 3.325)
H (-1.536, -5.181, 2.787)
H (-1.483, -5.830, 4.396)
H (0.876, -5.032, 4.700)
H (-0.120, -3.794, 4.119)
H (2.062, -3.860, 2.901)
H (0.593, -3.872, 1.945)
H (1.024, -5.112, -0.028)
H (2.667, -4.438, 0.328)
H (2.464, -6.212, -0.091)
H (3.720, -5.466, 2.331)
H (2.781, -6.321, 3.644)
H (3.318, -7.143, 2.133)
H (-2.003, -7.146, 1.665)
H (-2.226, -7.777, 3.309)
H (-1.343, -8.741, 2.060)
H (0.147, -7.879, 0.276)
C (1.665, -3.438, -5.800)
C (1.939, -2.165, -4.977)
C (1.503, -2.321, -3.569)
C (2.372, -3.186, -2.705)
C (3.857, -2.664, -2.750)
C (4.400, -2.635, -4.198)
N (3.370, -1.816, -4.891)
O (3.678, -1.354, -6.199)
C (5.743, -1.895, -4.277)
C (4.696, -4.085, -4.716)
C (1.115, -1.109, -5.639)
H (1.853, -4.421, -5.238)
H (2.147, -3.424, -6.803)
H (0.603, -3.394, -5.915)
H (1.582, -1.326, -3.098)
H (0.465, -2.624, -3.404)
H (2.327, -4.284, -2.851)
H (1.955, -3.058, -1.717)
H (4.532, -3.267, -2.075)
H (3.950, -1.687, -2.374)
H (5.781, -0.971, -3.635)
H (6.574, -2.552, -4.011)
H (5.914, -1.515, -5.346)
H (3.726, -4.573, -4.613)
H (4.950, -4.047, -5.764)
H (5.374, -4.680, -4.182)
H (1.346, -0.070, -5.366)
H (-0.013, -1.323, -5.513)
H (1.265, -1.089, -6.730)
H (3.675, -2.106, -6.820)
C (-0.054, -1.033, 0.370)
C (-0.226, 0.469, 0.077)
C (-1.592, 0.712, -0.513)
C (-1.912, 2.180, -0.524)
C (-1.796, 2.821, 0.861)
C (-0.429, 2.543, 1.574)
N (-0.201, 1.081, 1.451)
O (1.022, 0.731, 2.062)
C (0.631, 3.574, 1.107)
C (-0.612, 2.825, 3.070)
C (0.876, 0.902, -0.873)
H (-0.250, -1.639, -0.524)
H (-0.777, -1.234, 1.167)
H (0.890, -1.328, 0.747)
H (-1.570, 0.468, -1.551)
H (-2.327, 0.176, 0.068)
H (-2.915, 2.368, -0.895)
H (-1.241, 2.656, -1.288)
H (-2.689, 2.585, 1.513)
H (-1.870, 3.926, 0.866)
H (0.491, 4.512, 1.646)
H (1.645, 3.314, 1.395)
H (0.529, 3.815, 0.059)
H (0.261, 2.791, 3.660)
H (-0.937, 3.826, 3.072)
H (-1.232, 1.987, 3.441)
H (0.784, 0.325, -1.732)
H (1.840, 0.738, -0.379)
H (0.903, 1.987, -1.041)
H (1.794, 1.237, 1.685)
C (-3.372, -1.234, 2.247)
C (-3.912, -1.690, 3.674)
C (-2.933, -1.262, 4.787)
C (-3.175, 0.190, 5.246)
C (-4.661, 0.685, 5.342)
C (-5.519, 0.336, 4.149)
N (-5.301, -1.153, 3.891)
O (-6.261, -1.630, 2.945)
C (-6.930, 0.435, 4.631)
C (-5.279, 1.294, 2.974)
C (-3.989, -3.182, 3.737)
H (-4.252, -1.494, 1.641)
H (-2.683, -2.018, 2.060)
H (-3.005, -0.183, 2.073)
H (-3.194, -1.879, 5.681)
H (-1.931, -1.387, 4.350)
H (-2.686, 0.791, 4.425)
H (-2.669, 0.430, 6.193)
H (-4.622, 1.773, 5.486)
H (-5.193, 0.297, 6.211)
H (-7.207, -0.352, 5.323)
H (-7.185, 1.375, 5.029)
H (-7.560, 0.346, 3.790)
H (-4.166, 1.320, 2.812)
H (-5.735, 0.812, 2.114)
H (-5.745, 2.211, 3.220)
H (-4.394, -3.480, 4.656)
H (-2.935, -3.512, 3.936)
H (-4.469, -3.602, 2.809)
H (-6.095, -1.150, 2.067)
C (-3.780, -2.667, -2.115)
C (-3.204, -4.069, -2.220)
C (-2.087, -4.263, -1.201)
C (-2.605, -4.278, 0.202)
C (-3.504, -5.480, 0.233)
C (-4.728, -5.320, -0.695)
N (-4.199, -5.104, -2.076)
O (-5.324, -4.879, -2.944)
C (-5.426, -6.672, -0.787)
C (-5.706, -4.331, -0.084)
C (-2.446, -4.235, -3.596)
H (-4.726, -2.671, -2.633)
H (-3.035, -1.987, -2.529)
H (-3.904, -2.357, -1.069)
H (-1.506, -5.206, -1.531)
H (-1.455, -3.380, -1.327)
H (-3.212, -3.396, 0.448)
H (-1.714, -4.243, 0.929)
H (-4.020, -5.718, 1.175)
H (-2.917, -6.355, -0.080)
H (-6.263, -6.709, -1.474)
H (-4.782, -7.474, -1.100)
H (-5.844, -6.902, 0.189)
H (-6.112, -4.911, 0.751)
H (-5.254, -3.436, 0.305)
H (-6.549, -4.190, -0.751)
H (-1.889, -5.194, -3.714)
H (-1.661, -3.454, -3.700)
H (-3.026, -4.101, -4.494)
H (-5.442, -5.675, -3.449)